Record 1
Entry from OMol25: 10 unconnected molecules or ions with the total composition C30H40O30 at a distorted geometry (ωB97M-V/def2-TZVPD).

The geometry in XYZ format:
```
100
Properties=species:S:1:pos:R:3:mulliken_charge:R:1
O -39.40 1.94 -13.19 -0.60
C -38.80 2.77 -12.57 0.67
O -39.03 4.09 -12.83 -0.40
C -38.10 4.94 -12.22 0.83
C -37.17 3.95 -11.47 0.25
O -37.74 2.65 -11.82 -0.38
H -37.44 5.36 -12.99 0.12
H -38.61 5.76 -11.71 -0.74
H -37.35 4.09 -10.40 -0.10
H -36.13 4.03 -11.78 0.34
O -39.19 8.24 -4.62 -0.35
C -39.80 8.84 -3.78 0.44
O -39.52 8.83 -2.46 -0.39
C -40.68 9.20 -1.76 -0.51
C -41.49 10.07 -2.79 -0.31
O -40.96 9.44 -3.95 -0.09
H -41.28 8.32 -1.50 0.30
H -40.45 9.67 -0.81 0.34
H -41.49 11.15 -2.76 0.28
H -42.51 9.70 -2.68 0.30
O -38.50 10.48 -8.74 -0.56
C -38.82 10.98 -7.68 0.48
O -38.34 10.61 -6.50 0.05
C -38.55 11.57 -5.45 0.34
C -39.52 12.51 -6.27 -0.49
O -39.68 11.95 -7.55 -0.38
H -39.12 11.08 -4.67 -0.39
H -37.67 12.12 -5.11 0.19
H -39.06 13.48 -6.48 0.31
H -40.41 12.71 -5.67 0.36
O -28.60 4.69 -9.50 -0.55
C -29.67 5.18 -9.74 0.60
O -30.21 6.28 -9.14 -0.39
C -31.49 6.60 -9.70 0.11
C -31.44 5.75 -10.97 -0.03
O -30.49 4.76 -10.67 -0.36
H -32.28 6.30 -9.01 0.09
H -31.54 7.64 -10.00 0.22
H -31.21 6.29 -11.88 0.21
H -32.44 5.35 -11.15 0.10
O -39.68 3.39 -9.01 -0.39
C -39.25 2.28 -8.86 0.55
O -38.10 1.83 -9.32 -0.20
C -37.98 0.45 -9.03 -0.51
C -38.93 0.25 -7.87 -0.34
O -39.84 1.36 -8.04 -0.42
H -38.23 -0.16 -9.90 0.33
H -37.00 0.11 -8.70 0.32
H -38.56 0.36 -6.86 0.30
H -39.32 -0.75 -8.09 0.30
O -34.34 7.23 -7.91 -0.58
C -35.52 7.07 -8.06 0.47
O -36.00 6.22 -8.97 -0.30
C -37.47 6.16 -8.87 0.18
C -37.76 7.36 -7.95 0.17
O -36.49 7.74 -7.43 -0.16
H -37.78 6.29 -9.90 -0.56
H -37.65 5.17 -8.45 0.53
H -38.24 6.97 -7.05 0.49
H -38.20 8.16 -8.54 -0.29
O -39.94 7.06 -10.34 -0.39
C -40.68 6.95 -11.26 0.54
O -41.08 7.99 -12.03 -0.32
C -42.20 7.60 -12.80 -0.40
C -42.06 6.10 -12.84 -0.36
O -41.22 5.78 -11.72 -0.27
H -43.13 7.99 -12.40 0.28
H -42.09 8.01 -13.80 0.27
H -41.64 5.74 -13.77 0.28
H -43.05 5.66 -12.70 0.30
O -33.99 6.65 -12.78 -0.57
C -34.68 7.38 -12.12 0.67
O -36.03 7.47 -12.26 -0.34
C -36.57 8.49 -11.38 0.94
C -35.32 9.24 -11.05 -0.67
O -34.26 8.33 -11.30 -0.28
H -37.38 9.04 -11.85 0.50
H -36.85 7.95 -10.47 -0.73
H -35.12 9.75 -10.12 0.26
H -35.13 9.96 -11.86 0.35
O -44.76 9.73 -8.01 -0.59
C -43.74 9.14 -7.85 0.58
O -42.95 8.67 -8.83 -0.43
C -41.77 8.06 -8.25 0.33
C -41.98 8.22 -6.77 0.41
O -43.26 8.80 -6.64 -0.38
H -41.72 7.03 -8.60 0.04
H -40.94 8.63 -8.66 0.00
H -41.13 8.74 -6.34 -0.29
H -42.12 7.19 -6.42 0.32
O -34.86 11.89 -3.15 -0.53
C -34.58 11.39 -4.19 0.57
O -35.50 10.74 -4.93 -0.14
C -35.03 10.33 -6.19 0.77
C -33.60 10.08 -5.76 -0.33
O -33.34 11.01 -4.65 -0.39
H -35.55 9.46 -6.59 -0.56
H -35.22 11.14 -6.90 0.19
H -32.91 10.52 -6.49 0.28
H -33.29 9.06 -5.56 0.28
```

Computed properties:
SMILES string = O=C1OCCO1.O=C1OCCO1.O=C1OCCO1.O=C1OCCO1.O=C1OCCO1.O=C1OCCO1.O=C1OCCO1.O=C1OCCO1.O=C1OCCO1.O=C1OCCO1
Kohn-Sham gap = 10.528 eV
spin multiplicity = 1
energy relative to the best compared isomer or geometry (same formula, charge and spin) = 57.9 kcal/mol

Record 2
Entry from OMol25: a molecular structure, C8H22MgO10P3S3Sb at a distorted geometry (ωB97M-V/def2-TZVPD).

The geometry in XYZ format:
```
48
Properties=species:S:1:pos:R:3:nbo_charge:R:1
Mg 4.36 -9.05 11.63 1.71
C 2.48 -9.14 14.73 -0.68
C 1.57 -9.76 13.72 -0.39
O 0.27 -9.94 14.25 -0.76
P 2.31 -11.56 13.14 1.35
O 4.75 -12.04 13.89 -0.47
O 3.53 -11.17 12.09 -1.10
O 3.27 -11.97 14.37 -0.59
P 1.28 -8.71 12.21 2.34
O 0.64 -9.68 11.07 -1.01
O 0.25 -7.64 12.55 -1.15
O 2.65 -8.20 11.70 -1.29
H 2.23 -9.44 15.79 0.23
H 2.59 -8.03 14.75 0.23
H 3.51 -9.53 14.66 0.23
H -0.24 -9.12 14.07 0.50
H 5.22 -11.42 14.52 0.53
H 4.35 -11.60 12.58 0.52
H -0.35 -9.65 11.07 0.51
S 9.18 -8.80 11.57 -0.47
Sb 7.46 -10.49 11.69 0.88
S 6.09 -9.45 13.53 -1.13
S 6.00 -9.58 9.95 -1.05
C 7.52 -7.66 7.96 -0.66
C 7.94 -6.90 9.21 -0.05
O 6.96 -6.29 9.99 -0.85
P 5.45 -6.77 10.25 1.67
O 4.68 -6.48 8.87 -0.86
C 4.31 -5.08 8.48 -0.06
C 4.21 -5.10 7.00 -0.63
O 4.98 -5.53 11.24 -0.85
C 6.03 -4.73 11.88 -0.06
C 5.43 -3.95 13.05 -0.62
H 8.43 -8.07 7.45 0.21
H 7.00 -6.98 7.23 0.19
H 6.87 -8.51 8.12 0.25
H 8.73 -6.14 8.97 0.18
H 8.51 -7.58 9.94 0.19
H 5.09 -4.39 8.79 0.17
H 3.39 -4.86 8.97 0.20
H 5.08 -5.59 6.61 0.22
H 4.06 -4.13 6.55 0.21
H 3.32 -5.74 6.71 0.21
H 6.50 -4.18 11.10 0.18
H 6.70 -5.43 12.37 0.19
H 4.63 -3.20 12.75 0.20
H 6.24 -3.40 13.48 0.20
H 5.01 -4.71 13.81 0.22
```

Computed properties:
⟨S²⟩ = 0.761
Kohn-Sham gap (alpha / beta) = 6.449 / 4.874 eV
spin multiplicity = 2
net charge = -1